# 1
The following is a quantum chemistry calculation of an isolated molecule of C19H20N4O6 in a non-equilibrium geometry, from OMol25.

XYZ file:
```
49
Properties=species:S:1:pos:R:3
C 4.01 -1.22 -4.67
O 3.88 -0.11 -3.77
C 2.66 -0.02 -3.14
C 2.44 1.20 -2.58
C 1.21 1.36 -1.99
O 0.98 2.56 -1.39
C -0.29 2.72 -0.70
N 0.31 0.40 -1.96
C 0.64 -0.78 -2.48
O -0.21 -1.85 -2.35
C -1.38 -1.60 -1.67
C -2.54 -1.58 -2.43
C -3.77 -1.31 -1.84
C -3.85 -1.08 -0.46
C -2.74 -1.12 0.34
C -2.81 -0.80 1.80
C -4.11 -0.41 2.46
N -1.72 -0.81 2.56
N -0.52 -1.19 2.03
C 0.68 -1.05 2.89
C 1.63 0.04 2.41
O 2.53 0.39 3.44
C 2.18 1.69 3.96
C 0.99 2.17 3.13
O 0.96 1.26 2.02
C -0.36 -1.52 0.69
O 0.76 -1.93 0.32
C -1.48 -1.46 -0.27
N 1.82 -1.01 -3.09
H 3.88 -2.14 -4.15
H 5.04 -1.26 -5.01
H 3.37 -1.22 -5.56
H 3.16 2.00 -2.57
H -0.44 1.97 0.05
H -0.40 3.69 -0.24
H -1.11 2.60 -1.42
H -2.47 -1.74 -3.53
H -4.62 -1.18 -2.47
H -4.84 -0.87 -0.08
H -3.97 -0.41 3.53
H -4.90 -1.15 2.27
H -4.48 0.59 2.17
H 0.35 -0.82 3.92
H 1.24 -2.00 2.92
H 2.14 -0.29 1.53
H 1.92 1.60 5.04
H 3.01 2.31 3.82
H 1.18 3.22 2.80
H 0.04 2.12 3.70
```

* ΔE to the lowest compared entry with this formula, charge and spin: 0.0 kJ/mol
* highest occupied orbital energy: -8.56 eV
* frontier orbital gap: 8.8 eV
* SMILES string: COc1cc(OC)nc(Oc2cccc3c(C)nn(CC4OCCO4)c(=O)c23)n1

# 2
The following is a quantum chemistry calculation of a cluster of 2 separate species, C3H8N3O2 in total in a non-equilibrium geometry, from OMol25.

XYZ file:
```
16
Properties=species:S:1:pos:R:3
C -1.11 0.37 -0.72
C 0.28 2.05 0.59
C -0.32 0.66 0.55
N 0.10 -4.55 -1.06
N 0.89 -0.26 0.62
N 0.87 -1.36 0.09
O 0.86 -3.75 -1.03
O 0.03 -2.00 -0.56
H -0.44 0.05 -1.46
H -1.66 -0.51 -0.48
H -1.68 1.25 -1.01
H 1.23 2.30 1.08
H -0.42 2.70 1.04
H 0.32 2.56 -0.36
H -0.70 0.49 1.60
H 1.75 -0.01 1.13
```

* ΔE to the lowest compared entry with this formula, charge and spin: 691.6 kJ/mol
* highest occupied orbital energy (spin up / spin down): -14.33 / -13.25 eV
* total charge: +1
* frontier orbital gap (spin up / spin down): 8.6 / 6.7 eV

# 3
The following is a quantum chemistry calculation of a cluster of 3 separate species, C6H12NPS in total in a non-equilibrium geometry, from OMol25.

XYZ file:
```
21
Properties=species:S:1:pos:R:3
C -3.24 1.92 0.94
C -2.57 1.44 -0.31
S -1.91 2.49 -1.38
C -2.31 0.11 -0.67
N -2.21 -0.98 -1.04
H -4.36 2.06 0.81
H -2.92 2.96 1.07
H -3.13 1.31 1.73
C 1.59 1.33 0.66
C 1.44 -0.05 0.11
P 1.37 -0.43 -1.55
C 1.48 -2.22 -1.44
H 2.29 1.47 1.40
H 1.45 2.07 -0.23
H 0.56 1.33 1.22
H 1.50 -0.88 0.88
H 1.27 -2.63 -2.41
H 1.05 -2.73 -0.49
H 2.50 -2.38 -1.38
H 3.04 -2.86 1.34
H 3.14 -3.34 0.75
```

* ΔE to the lowest compared entry with this formula, charge and spin: 391.1 kJ/mol
* highest occupied orbital energy: -8.35 eV
* frontier orbital gap: 6.9 eV
* SMILES string: CC(=S)C#N.C/C=P/C.[H][H]

# 4
The following is a quantum chemistry calculation of a cluster of 2 separate species, C4H11N3O2 in total in a non-equilibrium geometry, from OMol25.

XYZ file:
```
20
Properties=species:S:1:pos:R:3
H 3.46 -0.46 -0.46
N 2.73 -0.04 0.09
C 1.88 0.62 -0.58
N 1.68 0.50 -1.99
N 1.07 1.58 0.00
C 0.57 1.26 1.36
H 1.08 -0.23 -2.33
H 2.33 0.85 -2.67
H 0.26 1.65 -0.61
H 1.23 0.54 1.81
H -0.50 1.15 1.36
H 0.76 2.14 1.98
C -2.38 -1.04 -0.47
C -1.38 -1.34 0.62
O -0.19 -1.35 0.45
O -1.87 -1.45 1.88
H -2.03 -0.22 -1.08
H -3.28 -0.67 -0.03
H -2.60 -1.90 -1.09
H -2.82 -1.59 1.76
```

* ΔE to the lowest compared entry with this formula, charge and spin: 168.2 kJ/mol
* highest occupied orbital energy: -8.51 eV
* frontier orbital gap: 8.9 eV
* SMILES string: [H]/N=C(\N)NC.CC(=O)O

Repeat the second record exactly.
The following is a quantum chemistry calculation of a cluster of 2 separate species, C3H8N3O2 in total in a non-equilibrium geometry, from OMol25.

XYZ file:
```
16
Properties=species:S:1:pos:R:3
C -1.11 0.37 -0.72
C 0.28 2.05 0.59
C -0.32 0.66 0.55
N 0.10 -4.55 -1.06
N 0.89 -0.26 0.62
N 0.87 -1.36 0.09
O 0.86 -3.75 -1.03
O 0.03 -2.00 -0.56
H -0.44 0.05 -1.46
H -1.66 -0.51 -0.48
H -1.68 1.25 -1.01
H 1.23 2.30 1.08
H -0.42 2.70 1.04
H 0.32 2.56 -0.36
H -0.70 0.49 1.60
H 1.75 -0.01 1.13
```

* ΔE to the lowest compared entry with this formula, charge and spin: 691.6 kJ/mol
* highest occupied orbital energy (spin up / spin down): -14.33 / -13.25 eV
* total charge: +1
* frontier orbital gap (spin up / spin down): 8.6 / 6.7 eV